Record 1
A cluster of 2 separate species, C28H37BO2S in total at a distorted geometry. Source: the Open Molecules 2025 dataset; level of theory: ωB97M-V/def2-TZVPD.

The orbital gap is 4.0983 eV. The LUMO energy comes out at -2.50 eV.

Element x y z (Å)
C -0.614541 0.220379 -2.303532
C 0.630106 0.715046 -1.703211
C 1.902713 0.777796 -2.363651
C 2.622957 2.016399 -2.497622
C 2.001113 3.332013 -2.145742
C 3.918132 2.038259 -2.991871
C 4.553447 0.879337 -3.437317
C 5.969349 0.917054 -3.895174
C 3.808405 -0.297471 -3.472152
C 2.507813 -0.366724 -2.988225
C 1.787773 -1.666923 -3.108556
H -1.291204 1.050755 -2.562191
H -0.490406 -0.408448 -3.193188
H -1.132104 -0.372539 -1.538978
H 0.499350 1.268381 -0.752738
H 2.815507 4.016009 -1.854789
H 1.496780 3.768679 -3.027318
H 1.269354 3.236516 -1.332590
H 4.435783 2.997650 -3.046394
H 6.338556 -0.102558 -4.017938
H 6.092964 1.438289 -4.852234
H 6.602638 1.431337 -3.165074
H 4.251554 -1.195224 -3.909198
H 2.495534 -2.494399 -2.951902
H 0.986940 -1.757009 -2.366117
H 1.364822 -1.804516 -4.118152
C -1.860878 -2.477125 5.977772
C -1.850547 -2.240791 4.517076
C -2.656350 -2.823537 3.560449
C -2.491987 -2.250183 2.252969
C -1.476456 -1.320216 2.228289
B -1.069938 -0.329002 0.988072
C 0.091203 -1.382278 0.419094
C 1.422202 -1.064864 0.637426
C 2.431937 -1.995770 0.366076
C 2.097877 -3.254499 -0.145760
C 0.761035 -3.547803 -0.429659
C -0.241044 -2.605156 -0.151193
O -2.258830 -0.204204 0.196444
C -2.870482 1.021083 0.591518
C -2.928123 1.934787 -0.608770
C -4.269791 0.674658 1.076503
C -1.917092 1.654290 1.711028
C -1.639856 3.153017 1.603639
C -2.497055 1.458854 3.091602
O -0.685221 0.947586 1.552729
S -0.703000 -1.158614 3.754879
H -2.638735 -3.206426 6.224437
H -0.887519 -2.865536 6.301241
H -2.070562 -1.556108 6.539892
H -3.384864 -3.601391 3.790422
H -3.071997 -2.582227 1.399019
H 1.667117 -0.092448 1.058929
H 3.468016 -1.733779 0.578493
H 2.875652 -4.002179 -0.313591
H 0.485192 -4.521392 -0.842820
H -1.285768 -2.866947 -0.318264
H -3.446555 2.855199 -0.338099
H -1.917440 2.178494 -0.935028
H -3.463462 1.479639 -1.444224
H -4.784840 1.587220 1.406085
H -4.861041 0.237735 0.260532
H -4.247537 -0.063170 1.889669
H -2.573214 3.722405 1.690727
H -1.000420 3.453803 2.438698
H -1.128525 3.437294 0.681606
H -3.349749 2.139022 3.202896
H -2.830239 0.436429 3.282080
H -1.764457 1.736065 3.852985

Force components x, y, z for each atom (eV/Å):
C 0.37 -1.35 -0.21
C -0.10 0.86 -0.55
C 0.84 -0.09 -0.72
C 0.04 -0.26 0.87
C 0.12 0.27 0.11
C -0.29 -0.10 -0.09
C -0.51 0.18 0.03
C 0.43 -0.19 -0.11
C -0.10 0.05 0.00
C -0.38 0.30 -0.15
C -0.09 -0.68 0.21
H 0.37 0.03 0.35
H 0.24 0.41 0.13
H -0.43 0.36 0.02
H 0.05 -0.12 -0.49
H -0.56 -0.09 0.02
H 0.10 -0.21 0.39
H 0.16 0.19 -0.16
H -0.10 -0.25 0.02
H 0.11 0.12 -0.03
H -0.16 -0.05 0.15
H -0.10 -0.07 -0.08
H -0.12 0.19 0.25
H -0.32 0.24 0.00
H 0.28 -0.20 -0.23
H 0.08 0.22 0.29
C 0.18 -0.17 0.41
C -0.02 -0.47 -1.12
C 0.09 0.64 0.46
C 0.92 -0.16 1.01
C -0.74 -0.13 -0.06
B 0.68 -3.11 1.56
C -0.70 2.26 -0.62
C 0.77 -0.31 -0.31
C -0.03 -0.30 -0.04
C 0.29 0.39 0.17
C -0.64 0.26 0.22
C 0.69 -1.10 -0.32
O -0.07 0.96 -0.88
C -0.01 -0.22 0.04
C -0.25 0.30 -0.17
C -0.42 0.23 0.11
C 0.04 -0.13 -0.16
C -0.01 0.13 -0.17
C -0.44 -0.03 0.66
O 0.18 0.80 -1.00
S -1.03 -0.58 0.31
H 0.16 0.06 0.04
H -0.20 0.03 0.20
H 0.08 -0.21 -0.11
H 0.08 0.26 0.08
H 0.05 0.34 -0.01
H 0.04 -0.10 0.05
H -0.14 -0.17 -0.06
H -0.21 0.22 -0.01
H 0.13 0.27 0.11
H 0.19 0.10 -0.01
H 0.04 0.12 -0.16
H -0.04 0.15 0.01
H -0.02 -0.14 0.06
H -0.04 -0.23 0.06
H 0.24 0.12 0.04
H 0.03 0.32 -0.27
H 0.16 -0.04 -0.11
H -0.03 -0.12 -0.07
H -0.07 -0.05 0.00
H 0.00 -0.17 0.08
H 0.08 0.28 0.05
H 0.04 -0.10 -0.10

Mulliken atomic charge list, values in e, 4 entries:
1 C -0.649
2 C -0.095
3 C 0.179
4 C 1.077


Record 2
A structure of composition C28H37BrCl3GeIrN3Si. Source: the Open Molecules 2025 dataset; level of theory: ωB97M-V/def2-TZVPD.

As for the net charge: +2. The orbital gap (alpha / beta) is 7.2970 / 5.4619 eV. The LUMO energy (alpha / beta) comes out at -7.19 / -9.00 eV. The expectation value of S² is 8.847. The multiplicity is 6.

Element x y z (Å)
Ir 1.190818 2.059834 -1.424248
N 3.022011 0.824014 8.624114
C 2.869878 1.016008 7.503061
C 2.682216 1.252470 6.099359
C 1.467709 0.923981 5.500536
C 1.292373 1.136853 4.143981
C 2.330078 1.670037 3.383796
C 3.538148 2.008140 3.985607
C 3.714390 1.803987 5.343897
C 2.131663 1.868291 1.918660
C 1.296669 2.919910 1.524146
C 0.642309 3.847020 2.421812
C 0.037385 4.790831 1.661057
C 0.319380 4.445259 0.301390
N 1.062283 3.350760 0.209218
C 2.823314 1.013208 1.051423
C 3.870618 0.085862 1.422938
C 4.327893 -0.473898 0.279008
C 3.524705 0.074506 -0.784448
N 2.634687 0.933235 -0.331967
H 0.671035 0.505104 6.099450
H 0.351578 0.875188 3.674959
H 4.336681 2.448522 3.401491
H 4.644524 2.074859 5.823771
H 0.674153 3.781358 3.496400
H -0.533279 5.645482 1.983675
H 0.010747 4.982609 -0.584148
H 4.208516 -0.091102 2.429837
H 5.121210 -1.192159 0.155271
H 3.574157 -0.180187 -1.834257
C -2.294751 -3.041254 0.688221
C -2.189738 -1.524283 0.406810
C -3.553253 -0.886787 0.704048
C -1.171738 -0.922807 1.385481
Si -1.738601 -1.362483 -1.444400
Br -1.123705 1.051807 -1.452023
C -0.091602 -2.153903 -2.013477
C 0.924621 -2.211326 -0.865883
C -0.418203 -3.602996 -2.438769
C 0.585917 -1.450649 -3.197304
C -3.160216 -1.276431 -2.708174
C -3.934215 -2.606803 -2.562600
C -2.617286 -1.180268 -4.140010
C -4.150703 -0.122073 -2.505967
H -2.565336 -3.187766 1.737200
H -1.354919 -3.568492 0.523098
H -3.067899 -3.524925 0.089548
H -3.777416 -1.028654 1.764143
H -4.364484 -1.347666 0.143771
H -3.561741 0.186855 0.505072
H -1.587005 -1.011423 2.393053
H -0.991278 0.137405 1.196666
H -0.215934 -1.442596 1.384879
H 0.571799 -2.781152 -0.009033
H 1.206282 -1.210630 -0.523144
H 1.828927 -2.708549 -1.229131
H -0.836969 -4.195757 -1.623939
H 0.505465 -4.096880 -2.752064
H -1.105930 -3.645374 -3.282398
H 0.735842 -0.382639 -3.024179
H 0.041567 -1.566401 -4.130905
H 1.570753 -1.904670 -3.341272
H -3.315839 -3.483963 -2.760317
H -4.747287 -2.616440 -3.292800
H -4.388061 -2.719799 -1.577923
H -2.009819 -2.038556 -4.422838
H -2.033069 -0.270878 -4.297697
H -3.465007 -1.148701 -4.828156
H -4.705630 -0.188995 -1.573964
H -4.879212 -0.165232 -3.318929
H -3.673855 0.857060 -2.555571
Cl 2.063949 2.152621 -3.742269
Ge 1.828470 4.387210 -4.202059
Cl -0.067153 4.540012 -5.133862
Cl 3.456414 4.865250 -5.450724

Force components x, y, z for each atom (eV/Å):
Ir -0.06 -0.29 -0.06
N 0.00 -0.01 0.02
C 0.02 0.02 0.07
C -0.04 0.00 -0.09
C 0.02 0.02 0.00
C 0.03 -0.02 0.00
C -0.02 -0.04 0.01
C -0.01 0.05 0.03
C -0.01 0.00 0.00
C -0.08 0.06 -0.06
C 0.23 0.02 -0.05
C -0.05 0.11 0.02
C 0.02 -0.03 0.17
C 0.10 -0.05 -0.11
N -0.21 -0.03 0.08
C -0.08 0.01 -0.04
C 0.05 -0.13 -0.04
C 0.02 0.00 0.15
C -0.13 -0.01 -0.03
N 0.28 0.21 -0.05
H 0.00 -0.01 0.00
H 0.00 -0.01 -0.01
H 0.01 -0.01 -0.01
H 0.01 -0.01 0.00
H 0.00 0.02 0.01
H 0.00 0.01 0.01
H -0.04 -0.03 -0.01
H 0.02 0.00 0.00
H 0.00 -0.02 0.01
H 0.01 0.03 -0.02
C -0.03 0.01 0.06
C -0.01 -0.32 -0.19
C 0.00 0.05 0.00
C 0.05 0.04 -0.01
Si 0.26 0.54 0.05
Br -0.20 0.22 -0.12
C -0.23 -0.21 0.06
C 0.03 0.10 0.01
C 0.06 -0.03 0.01
C 0.01 -0.02 0.00
C 0.07 -0.31 0.11
C -0.03 0.00 -0.05
C 0.03 0.04 -0.01
C 0.01 0.05 0.04
H -0.02 0.01 0.00
H 0.01 0.00 0.01
H 0.01 -0.01 -0.02
H 0.00 0.01 0.01
H 0.01 -0.01 -0.01
H 0.00 0.01 0.00
H 0.01 -0.01 0.01
H -0.02 0.01 0.02
H 0.01 0.00 -0.02
H -0.01 -0.02 -0.01
H -0.09 -0.09 0.02
H 0.02 -0.01 -0.01
H -0.03 0.01 0.00
H 0.01 0.00 0.00
H 0.00 0.00 -0.01
H 0.01 -0.02 0.00
H -0.03 0.05 0.01
H 0.00 -0.03 -0.04
H 0.02 -0.01 0.02
H 0.00 0.00 -0.01
H -0.01 0.00 0.00
H 0.00 -0.01 0.01
H 0.00 0.01 -0.01
H 0.00 0.01 -0.01
H 0.03 0.01 0.01
H -0.02 0.00 0.00
H -0.01 0.00 -0.02
Cl 0.04 0.06 0.09
Ge -0.01 0.05 0.00
Cl 0.02 -0.01 0.01
Cl -0.02 -0.03 -0.03

Mulliken atomic charge list, values in e, 4 entries:
1 Ir 1.638
2 N -0.421
3 C -0.213
4 C 0.533


Values for energy above the lowest of the compared OMol25 structures with the same formula, charge and spin, kcal per mole, ordered as above
0.0, 6.1